Record 1
41
Properties=species:S:1:pos:R:3:forces:R:3:mulliken_charge:R:1 method="wB97M-V/def2-TZVPD" lumo_ev=-1.21 de_lowest_ev=4.488 orbital_gap_ev=2.8 e_tot_ev=-48047.3071 charge=-1
Al -0.90151 2.83921 0.86721 0.753 -0.623 0.232 0.95
P -3.54456 3.05250 -0.82301 1.714 0.479 0.665 0.58
O -4.95563 2.92111 -1.35096 -0.010 0.269 -0.349 -0.53
O -2.93597 4.39582 -0.45269 -0.485 -0.565 -1.005 -0.56
O -2.43149 2.14158 -1.43504 -0.917 0.683 0.465 -0.16
O -3.78236 2.27816 0.50604 0.046 -0.836 0.426 -0.32
C 2.73818 1.99734 2.87125 -0.988 0.524 -1.055 -0.74
O 1.45652 2.33400 2.45514 0.012 -0.167 -0.066 -0.61
H 3.21760 2.80443 3.44396 0.043 -0.066 0.531 0.31
H 2.77953 1.03978 3.41319 0.023 -0.074 0.488 0.17
H 3.46046 1.84703 2.04590 0.100 -0.063 -0.385 0.13
C 1.99527 -2.42467 1.31742 -0.219 -0.609 -0.493 -0.96
C 1.06221 -1.87255 2.38359 0.952 -0.422 -0.309 -0.12
O -0.28399 -2.17462 2.01820 0.013 -0.311 0.048 -0.39
C -0.97176 -1.24958 1.38197 -1.075 1.682 -0.275 0.71
O -0.67323 -0.09221 1.19374 0.372 -0.560 0.201 -0.47
O -2.14595 -1.75912 1.01616 -0.398 -1.307 0.894 -0.41
C -3.15566 -0.86745 0.58165 0.152 0.796 -2.046 -0.45
H 1.81272 -1.96989 0.34142 0.268 0.440 0.151 0.07
H 1.80971 -3.48201 1.10787 -0.185 -0.091 0.397 0.37
H 3.04354 -2.37258 1.61141 -0.012 0.399 -0.055 0.37
H 1.25410 -0.80827 2.52158 -0.450 0.088 0.088 0.29
H 1.22640 -2.42713 3.30626 -0.076 0.226 0.137 0.26
H -3.25065 0.06273 1.13273 0.194 -0.189 0.293 0.27
H -4.12630 -1.33721 0.43008 0.204 -0.604 0.857 0.32
H -2.89671 -0.61775 -0.45293 0.051 0.567 0.132 0.03
C -1.25729 -1.54251 -3.65619 0.725 -0.043 0.125 -1.43
C -0.74892 -0.32623 -2.88600 -1.224 -0.286 0.290 0.36
O 0.52032 -0.62802 -2.35011 1.691 -0.693 -0.643 -0.27
C 1.20457 0.25484 -1.61476 -1.759 0.333 1.075 0.58
O 0.67000 1.10408 -0.94983 0.310 0.485 -0.407 -0.48
O 2.49311 -0.02600 -1.61123 0.061 -1.296 -0.801 -0.38
C 3.24795 0.43865 -0.51164 0.093 0.349 0.952 -0.59
H -1.43011 -2.44696 -3.07025 -0.208 0.348 0.509 0.31
H -0.48011 -1.87530 -4.34815 -0.256 0.321 -0.480 0.37
H -2.18631 -1.24217 -4.13818 0.090 -0.210 -0.277 0.39
H -1.45593 -0.09559 -2.08785 0.183 0.319 0.024 -0.14
H -0.69968 0.52716 -3.56324 0.148 0.106 0.137 0.33
H 2.63326 0.52660 0.38720 -0.220 0.605 -0.255 0.10
H 3.70172 1.38109 -0.81373 0.100 0.019 0.466 0.38
H 3.98693 -0.30823 -0.21819 0.187 -0.024 -0.682 0.34

---

Record 2
30
Properties=species:S:1:pos:R:3:forces:R:3:mulliken_charge:R:1 method="wB97M-V/def2-TZVPD" lumo_ev="-8.28 / -10.17" spin_multiplicity=7 orbital_gap_ev="9.2 / 5.9" e_tot_ev=-108500.1847 charge=+2
C 3.68309 1.14058 0.54116 -0.201 0.333 -0.137 -1.29
C 3.04699 -0.13107 0.03314 0.651 -0.546 0.024 -0.06
C 1.83102 -0.02771 -0.77117 -0.189 -1.782 -0.655 0.55
O 1.28709 -1.01812 -1.32566 -0.117 1.290 0.520 -0.58
O 1.31871 1.17953 -0.84243 -1.789 0.886 0.373 -0.35
C 0.47357 1.43843 0.33560 -0.794 0.156 -1.238 -0.09
C -0.78417 2.15076 -0.10369 1.557 0.074 0.337 -0.75
B -2.04257 0.80819 -0.55751 -1.059 -0.312 -0.227 0.14
F -2.97598 1.50908 -1.20918 0.015 0.258 -0.154 -0.20
C -2.60846 -0.21361 0.53589 1.028 0.694 0.047 -0.68
C -2.51568 -1.55199 -0.16317 -0.472 -0.446 1.392 -0.14
C -1.25390 -2.37998 0.27278 -1.629 -0.187 0.851 -0.36
Br -1.74259 -3.56259 1.61388 -0.157 -0.874 1.164 0.12
H 4.73595 1.14453 0.33295 0.471 -0.007 0.045 0.35
H 3.25859 2.00784 0.06857 -0.021 0.401 -0.320 0.38
H 3.53264 1.27124 1.59671 0.071 -0.060 0.537 0.36
H 3.73620 -0.71381 -0.56666 0.246 -0.357 -0.042 0.46
H 2.77674 -0.76783 0.86734 -0.010 -0.521 0.236 0.26
H 0.27457 0.48429 0.79118 -0.303 -0.447 0.411 0.12
H 0.92278 2.03443 1.11461 0.836 0.460 -0.027 0.43
H -0.71362 2.65726 -1.04752 0.031 -0.050 -0.607 0.39
H -1.15853 2.83941 0.63387 -0.806 -0.222 0.518 0.50
H -1.24490 0.25033 -1.34877 0.384 0.416 -0.005 -0.16
H -3.61559 0.00336 0.83998 -0.470 0.209 -0.003 0.43
H -2.01540 -0.26215 1.43640 0.147 -0.022 0.497 0.36
H -2.54760 -1.34976 -1.23442 -2.044 0.564 0.642 -0.27
H -3.37534 -2.15743 0.06804 -0.364 -0.389 -0.153 0.56
H -0.43971 -1.78734 0.61433 0.840 0.725 0.126 0.08
H -0.87554 -2.98381 -0.54958 0.317 -2.360 3.273 0.11
Tb -0.96836 -2.01205 -1.97668 3.828 2.113 -7.426 1.33

---

Record 3
19
Properties=species:S:1:pos:R:3:forces:R:3:mulliken_charge:R:1 method="wB97M-V/def2-TZVPD" lumo_ev="-4.58 / -4.29" de_lowest_ev=3.390 orbital_gap_ev="7.8 / 7.7" e_tot_ev=-33815.6327 charge=+1
C -0.07120 -0.76414 0.87476 1.109 3.396 0.725 0.48
C -1.14629 0.78624 -2.07814 1.483 -1.427 3.186 -0.84
C -0.18209 -2.18431 1.40625 -1.142 -0.110 -0.658 -0.46
C 0.89058 0.85252 -0.70607 -1.119 -0.065 -3.261 0.11
N -0.70234 0.26082 1.53686 -0.903 -2.046 -0.479 -0.41
N 0.86289 2.04876 0.01356 0.586 -0.089 -0.552 -0.52
N 0.75638 -0.39007 -0.09442 -1.499 -2.080 2.400 -0.09
Cl 0.95655 -3.31822 0.61745 -0.525 0.380 -0.289 -0.16
Cl 2.23262 0.59867 -1.90755 -0.791 0.658 0.633 -0.17
H -0.86509 1.51647 -2.72557 0.603 1.757 -1.894 0.41
H -1.05674 -0.24250 -2.25388 0.580 -1.182 -1.029 0.35
H -1.96890 0.90161 -1.42566 -0.689 0.907 0.733 0.27
H 0.17353 -2.26383 2.47384 -1.295 0.505 -0.955 0.33
H -1.30908 -2.43234 1.12447 2.324 -0.165 1.198 0.34
H -1.58422 -0.06750 1.92924 0.300 0.610 0.426 0.26
H -0.70440 1.21894 1.16712 -0.083 -0.668 -0.097 0.35
H 1.48200 2.73496 -0.43005 -0.574 -0.160 0.159 0.33
H 1.11186 1.97152 0.97738 0.573 -0.123 0.710 0.22
H 1.12396 -1.22763 -0.49960 1.063 -0.097 -0.954 0.20

---

Record 4
8
Properties=species:S:1:pos:R:3:forces:R:3:mulliken_charge:R:1 method="wB97M-V/def2-TZVPD" lumo_ev="-11.42 / -12.94" spin_multiplicity=6 de_lowest_ev=4.451 orbital_gap_ev="8.1 / 7.0" e_tot_ev=-34609.2687 charge=+2
O -0.40929 0.68090 -0.10082 3.639 4.576 11.730 0.00
C 0.29843 0.45595 1.35593 -2.725 0.377 -1.888 -0.04
C 0.43632 -0.28163 -0.30084 -4.378 2.872 -5.807 0.19
H -0.26238 -0.26394 1.94968 0.085 0.217 0.030 0.29
H 0.87296 1.28899 1.74834 0.825 -0.211 -0.373 0.34
H 1.39664 -0.12930 -0.80747 1.023 -0.639 0.758 0.33
Cr -1.76602 -1.35688 -2.41335 0.350 -0.003 -0.126 1.66
O -0.56665 -0.39407 -1.43147 1.181 -7.188 -4.325 -0.77

---

Record 5
18
Properties=species:S:1:pos:R:3:forces:R:3:mulliken_charge:R:1 method="wB97M-V/def2-TZVPD" lumo_ev=1.07 de_lowest_ev=5.881 orbital_gap_ev=10.1 e_tot_ev=-8895.8160
C 2.24903 0.16401 0.81899 3.503 0.047 1.667 -0.68
C 1.28287 -0.32429 0.15159 -4.607 1.522 -0.650 0.50
C 1.24090 -1.29601 -0.96714 3.056 -0.514 1.645 -1.13
C -0.30936 1.66585 -0.20975 0.992 2.286 1.210 -0.77
C -2.59320 -0.48980 0.35123 1.461 0.609 0.779 -0.73
N -0.35895 0.49454 0.57675 3.569 -4.600 -1.122 -0.31
O -1.22532 -0.47467 -0.09545 -0.145 0.936 -0.069 -0.24
H 2.13039 0.73364 1.73728 0.016 0.242 -0.407 0.32
H 3.29183 -0.19705 0.54941 -1.242 0.559 0.506 0.24
H 0.25985 -1.58247 -0.97365 -2.445 -1.009 -1.211 0.42
H 1.85093 -2.16660 -0.62161 -0.585 0.342 -0.024 0.32
H 1.78006 -1.04578 -1.87282 -0.685 0.671 -0.386 0.27
H 0.09382 1.70856 -1.24428 -0.649 -0.575 0.407 0.25
H -1.31439 2.01254 -0.03094 -0.506 0.979 -0.960 0.36
H 0.35910 2.35164 0.41551 -0.815 -0.626 -0.920 0.33
H -2.70652 -1.50417 0.64426 -0.784 -0.870 0.389 0.27
H -3.25990 -0.22366 -0.44004 -0.379 0.182 -0.653 0.26
H -2.77112 0.17374 1.21065 0.245 -0.181 -0.202 0.31

---

Record 6
10
Properties=species:S:1:pos:R:3:forces:R:3:mulliken_charge:R:1 method="wB97M-V/def2-TZVPD" lumo_ev=0.82 de_lowest_ev=2.200 orbital_gap_ev=9.3 e_tot_ev=-16741.9729
C 1.18942 -1.12900 -1.03584 4.846 2.390 -0.280 -0.78
S 0.33065 0.48263 -1.07116 0.597 -0.495 -0.668 -0.06
C -0.53082 0.32383 0.40424 -2.730 2.065 2.545 0.02
C -1.38816 1.26082 0.94399 1.950 1.639 -1.530 -0.29
F -1.56348 2.73401 0.69285 0.583 -4.118 -0.166 -0.28
H 1.50998 -1.12172 -0.00569 0.037 -0.756 0.353 0.25
H 0.60232 -1.95504 -1.28267 -0.706 -1.208 -0.702 0.31
H 2.39253 -1.06731 -1.59513 -4.172 -0.206 1.192 0.28
H -0.56568 -0.50843 1.19077 0.398 0.544 -1.989 0.22
H -1.97676 0.98021 1.75864 -0.802 0.145 1.245 0.31

---

Record 7
61
Properties=species:S:1:pos:R:3:forces:R:3:mulliken_charge:R:1 method="wB97M-V/def2-TZVPD" lumo_ev=0.35 orbital_gap_ev=9.2 e_tot_ev=-146885.6320
Cl -29.03789 8.91019 -26.97685 -3.807 -2.839 2.398 -0.30
C -30.63524 8.12784 -27.42539 0.542 -0.232 0.687 -0.57
C -31.57660 8.13389 -26.30993 -1.139 0.017 0.717 -0.49
Cl -33.18988 7.68133 -27.03635 0.424 -0.284 0.440 -0.22
H -30.40581 7.14522 -27.83760 -0.009 0.019 1.487 0.82
H -31.14231 8.63752 -28.24465 0.272 0.822 0.818 0.43
H -31.76625 9.14750 -25.95675 0.332 -0.209 0.345 0.17
H -31.26072 7.42900 -25.54087 -0.515 0.203 0.187 0.43
Cl -30.82451 12.48518 -25.39577 -0.242 0.591 0.553 -0.12
C -30.71316 14.29168 -25.49946 -0.312 0.840 0.417 -0.60
C -31.10591 14.77801 -26.92186 -1.172 0.578 2.690 -0.17
Cl -31.02067 16.65080 -26.85299 -0.538 -1.779 -0.201 -0.17
H -29.73207 14.65269 -25.19084 0.005 -0.619 -0.240 0.36
H -31.35221 14.72644 -24.73088 -0.529 -0.352 -0.269 0.48
H -32.14365 14.44988 -26.98125 -0.042 0.430 -0.830 0.47
H -30.39316 14.34844 -27.62582 -2.400 1.309 0.305 -0.32
Cl -28.62174 14.76141 -27.25703 6.954 7.278 3.655 0.05
C -27.19600 15.93813 -27.04204 -0.393 -0.161 1.310 0.11
C -27.70245 17.33993 -27.01333 -0.269 1.045 -0.345 -0.56
Cl -28.27700 17.76756 -28.65319 -0.295 0.074 -0.432 -0.19
H -26.42503 15.74067 -27.78683 -1.072 0.417 0.206 -0.47
H -26.70683 15.64761 -26.11231 -0.278 0.120 0.308 0.47
H -27.00647 18.16022 -26.83769 0.575 -0.610 0.340 0.39
H -28.53440 17.50531 -26.32879 0.043 -0.320 -0.102 0.32
Cl -25.19665 8.23326 -28.55296 -0.171 0.101 -0.191 -0.24
C -26.80142 8.95686 -28.20406 0.953 -0.657 -0.400 -0.40
C -26.69912 10.08888 -27.15260 -0.593 -2.580 1.090 0.01
Cl -26.00872 11.54872 -27.69852 5.353 1.445 3.685 -0.32
H -27.52525 8.18341 -27.94724 1.921 -0.362 0.437 0.47
H -27.33909 9.28946 -29.09197 1.218 0.118 -0.187 0.17
H -26.20350 9.75990 -26.23925 0.449 -0.099 -0.224 0.57
H -27.74196 10.26887 -26.89142 1.244 1.003 0.314 -0.05
Cl -24.81789 15.16330 -28.88816 0.693 -0.559 -0.754 -0.29
C -26.27329 14.34372 -29.55498 -0.111 -0.581 0.289 1.11
C -25.88956 13.05234 -30.27749 0.766 0.548 -0.906 -0.53
Cl -27.28998 12.11468 -30.74080 2.519 2.734 -6.772 -0.31
H -26.80448 15.09760 -30.13603 0.148 -0.301 -0.381 0.46
H -26.91800 14.11129 -28.70739 0.407 -0.118 -0.170 -1.22
H -25.48928 12.25491 -29.65141 1.484 1.313 -0.216 0.48
H -25.36732 13.25853 -31.21176 0.507 -0.061 0.439 0.46
C -30.07860 10.49009 -28.95050 0.110 1.694 -1.203 -1.66
C -29.04353 11.63974 -29.13760 -2.562 -0.981 2.626 -0.11
C -29.35354 12.85074 -28.20483 -1.006 -3.010 -3.663 -1.25
O -27.81945 11.07305 -28.75937 -5.770 -0.502 -0.790 -0.19
H -30.02409 10.12197 -27.92599 -0.807 1.742 -1.289 0.06
H -29.81646 9.66094 -29.60768 0.134 0.139 -0.058 0.41
H -31.08092 10.80846 -29.23703 -0.106 0.149 0.069 0.33
H -28.90164 12.01762 -30.15011 -2.570 -0.475 0.956 0.42
H -30.27398 13.34295 -28.51887 -0.291 -1.261 -0.835 0.87
H -28.67978 13.68742 -28.38955 -0.185 -3.457 -2.157 0.57
H -29.47555 12.67757 -27.13561 0.599 -0.758 -0.694 0.05
H -27.07273 11.52521 -29.15881 -1.297 -0.448 0.288 -0.21
O -31.37151 7.76576 -31.89456 -0.896 0.384 0.614 -0.67
C -30.30332 7.55120 -31.34574 -3.342 -0.622 0.348 0.54
N -29.23231 7.57946 -32.09189 3.123 -0.123 0.164 -0.38
C -30.19778 7.18799 -29.88205 0.917 -0.684 0.199 -0.66
H -28.37066 7.37705 -31.60537 0.300 0.299 -0.746 0.21
H -29.28605 8.01338 -33.00235 0.145 -0.254 0.193 0.24
H -29.22216 6.78672 -29.60778 0.599 0.401 -0.168 0.40
H -30.80024 6.40034 -29.42954 -0.882 -0.399 -1.359 0.63
H -30.44620 7.95120 -29.14455 0.869 -0.117 -2.992 -0.28